Density functional theory data (the ωB97M-V functional and the def2-TZVPD basis) for a molecular structure, C25H18Br4InN4O4 at a distorted geometry.

For the HOMO-LUMO gap (alpha / beta), the calculation gives 2.9 / 2.9 eV. The multiplicity is 1. Its net charge is -1. Its molecular weight is 872.88 g mol⁻¹. The calculation puts the energy above the lowest of the compared OMol25 structures with the same formula, charge and spin at 62.5 kcal per mole. The calculation puts the HOMO energy (alpha / beta) at -3.64 / -3.64 eV.

Atoms and positions in Å:
1 In 0.516 -0.059 -0.150
2 C 2.147 4.615 -2.715
3 C 2.401 3.307 -2.735
4 C 1.631 2.323 -1.907
5 C 0.684 2.983 -0.930
6 C 0.403 4.404 -1.022
7 C 1.101 5.177 -1.865
8 N 0.131 2.206 -0.057
9 N -0.762 2.713 0.817
10 C -1.224 1.786 1.670
11 C -2.139 2.202 2.682
12 C -2.641 1.290 3.560
13 C -2.261 -0.064 3.469
14 C -1.387 -0.404 2.472
15 N -0.878 0.478 1.596
16 H 2.718 5.287 -3.344
17 H 3.159 2.889 -3.385
18 H 2.342 1.687 -1.358
19 H -0.375 4.799 -0.385
20 H 0.895 6.238 -1.929
21 H -2.404 3.249 2.717
22 H -3.332 1.609 4.332
23 H -2.637 -0.813 4.151
24 H -1.062 -1.430 2.333
25 Br 6.540 -3.556 1.523
26 C 5.159 -2.270 1.437
27 C 5.214 -1.118 2.240
28 Br 6.671 -0.845 3.410
29 C 4.196 -0.175 2.179
30 Br 4.198 1.393 3.227
31 C 3.095 -0.344 1.323
32 O 2.126 0.491 1.236
33 C 3.040 -1.531 0.485
34 O 2.039 -1.662 -0.293
35 C 4.088 -2.469 0.578
36 Br 3.934 -3.991 -0.523
37 O 0.628 0.219 -2.243
38 O 0.942 1.493 -2.833
39 C -2.480 0.286 -1.627
40 C -2.850 -1.148 -1.489
41 C -4.042 -1.622 -1.996
42 C -4.406 -2.958 -1.852
43 C -3.591 -3.872 -1.179
44 C -2.397 -3.463 -0.637
45 C -1.497 -4.412 0.082
46 C -1.962 -2.072 -0.781
47 N -0.822 -1.751 -0.266
48 H -3.229 0.824 -2.207
49 H -1.500 0.386 -2.109
50 H -2.403 0.760 -0.644
51 H -4.706 -0.941 -2.516
52 H -5.348 -3.297 -2.270
53 H -3.904 -4.905 -1.087
54 H -1.923 -5.416 0.100
55 H -1.326 -4.070 1.104
56 H -0.513 -4.436 -0.387

***

Density functional theory data (the ωB97M-V functional and the def2-TZVPD basis) for a molecular structure, C25H18BrF3N3O4SbV at a distorted geometry.

For the HOMO-LUMO gap (alpha / beta), the calculation gives 7.5 / 7.9 eV. The multiplicity is 3. Its net charge is +1. Its expectation value of S² is 2.01. Its molecular weight is 734.04 g mol⁻¹. The calculation puts the energy above the lowest of the compared OMol25 structures with the same formula, charge and spin at 18.8 kcal per mole. The calculation puts the HOMO energy (alpha / beta) at -11.80 / -11.85 eV.

Atoms and positions in Å:
1 V 1.269 0.555 -2.253
2 N 3.483 1.103 -2.583
3 N 4.168 -0.097 -2.353
4 C 3.403 -1.220 -2.040
5 O 3.803 -2.209 -1.515
6 O 2.129 -1.039 -2.497
7 H 3.762 1.489 -3.483
8 H 3.708 1.773 -1.855
9 H 5.125 -0.047 -2.039
10 Br 3.283 0.481 0.900
11 C 2.240 2.037 0.630
12 C 2.268 3.051 1.577
13 C 1.544 4.200 1.308
14 C 0.831 4.290 0.119
15 C 0.865 3.212 -0.739
16 N 1.558 2.093 -0.500
17 C 0.097 3.202 -2.028
18 O -0.601 4.098 -2.398
19 O 0.272 2.043 -2.650
20 H 2.851 2.940 2.479
21 H 1.545 5.020 2.014
22 H 0.248 5.160 -0.147
23 F -5.428 -3.153 -2.846
24 C -4.340 -2.595 -2.307
25 C -4.203 -2.606 -0.929
26 C -3.074 -2.028 -0.375
27 C -2.103 -1.451 -1.193
28 C -2.273 -1.457 -2.574
29 C -3.398 -2.031 -3.145
30 Sb -0.400 -0.564 -0.344
31 C -1.217 0.758 1.072
32 C -1.722 1.984 0.641
33 C -2.313 2.860 1.536
34 C -2.389 2.487 2.866
35 F -2.950 3.333 3.737
36 C -1.914 1.274 3.326
37 C -1.328 0.405 2.416
38 C 0.389 -2.164 0.764
39 C 0.171 -3.466 0.323
40 C 0.732 -4.540 0.995
41 C 1.505 -4.287 2.112
42 F 2.046 -5.318 2.769
43 C 1.736 -3.008 2.581
44 C 1.174 -1.944 1.894
45 H -4.972 -3.059 -0.318
46 H -2.960 -2.028 0.703
47 H -1.530 -1.012 -3.226
48 H -3.553 -2.046 -4.215
49 H -1.685 2.259 -0.407
50 H -2.719 3.811 1.220
51 H -2.008 1.023 4.373
52 H -0.956 -0.549 2.768
53 H -0.436 -3.656 -0.555
54 H 0.581 -5.559 0.667
55 H 2.342 -2.864 3.465
56 H 1.343 -0.942 2.259

***

Density functional theory data (the ωB97M-V functional and the def2-TZVPD basis) for a molecular structure, C25H18BrN5O3PtS2 at a distorted geometry.

For the HOMO-LUMO gap, the calculation gives 7.1 eV. The multiplicity is 1. Its molecular weight is 775.57 g mol⁻¹. The calculation puts the energy above the lowest of the compared OMol25 structures with the same formula, charge and spin at 0.0 kcal per mole. The calculation puts the HOMO energy at -7.72 eV.

Atoms and positions in Å:
1 Pt 0.003 -1.384 0.219
2 O 4.379 -0.813 -0.364
3 C 4.772 -1.489 0.738
4 C 6.137 -1.497 1.024
5 C 6.615 -2.173 2.127
6 C 5.742 -2.857 2.971
7 C 4.392 -2.845 2.696
8 C 3.881 -2.163 1.587
9 C 2.424 -2.152 1.350
10 O 1.994 -1.623 0.225
11 N 1.630 -2.687 2.220
12 N 0.287 -2.567 1.848
13 C -0.530 -3.015 2.734
14 S 0.070 -3.667 4.244
15 C -1.546 -4.320 4.743
16 C -2.603 -3.352 4.262
17 S -2.261 -2.989 2.518
18 H 3.419 -0.968 -0.460
19 H 6.799 -0.967 0.353
20 H 7.677 -2.170 2.332
21 H 6.119 -3.394 3.830
22 H 3.692 -3.363 3.337
23 H -1.546 -4.419 5.828
24 H -1.685 -5.303 4.293
25 H -2.574 -2.422 4.829
26 H -3.604 -3.778 4.318
27 Br -0.808 1.978 -7.075
28 C -1.590 2.745 -5.533
29 C -1.241 4.032 -5.159
30 C -1.821 4.585 -4.030
31 C -2.705 3.843 -3.256
32 C -3.073 2.563 -3.661
33 C -2.518 2.015 -4.805
34 N -3.304 4.534 -2.149
35 N -3.557 3.990 -1.065
36 C -3.078 2.684 -0.736
37 C -3.977 1.820 -0.157
38 C -3.654 0.492 0.153
39 C -2.376 0.022 -0.079
40 O -1.993 -1.218 0.102
41 C -1.407 0.953 -0.562
42 N -0.128 0.473 -0.628
43 C 0.859 1.277 -0.949
44 C 0.636 2.637 -1.222
45 C -0.636 3.135 -1.192
46 C -1.721 2.284 -0.877
47 H -0.540 4.600 -5.754
48 H -1.589 5.599 -3.731
49 H -3.804 1.997 -3.100
50 H -2.803 1.024 -5.129
51 H -4.982 2.184 0.021
52 H -4.394 -0.176 0.573
53 H 1.851 0.849 -0.973
54 H 1.481 3.271 -1.448
55 H -0.812 4.185 -1.383

***

Density functional theory data (the ωB97M-V functional and the def2-TZVPD basis) for a molecular structure, C25H18Co2O8 at a distorted geometry.

For the HOMO-LUMO gap, the calculation gives 4.9 eV. The multiplicity is 1. Its net charge is -2. Its molecular weight is 564.28 g mol⁻¹. The calculation puts the energy above the lowest of the compared OMol25 structures with the same formula, charge and spin at 16.5 kcal per mole. The calculation puts the HOMO energy at -0.41 eV.

Atoms and positions in Å:
1 C 4.585 -0.095 1.802
2 C 3.183 0.436 1.597
3 O 2.197 -0.431 2.112
4 C 0.949 0.110 1.910
5 C -0.155 -0.708 2.317
6 C -1.503 -0.328 2.231
7 C -1.885 1.011 2.027
8 C -3.203 1.365 1.905
9 C -4.187 0.388 1.962
10 C -3.845 -0.933 2.192
11 C -2.532 -1.291 2.350
12 O 0.772 1.195 1.368
13 H 5.323 0.443 1.206
14 H 4.880 -0.027 2.847
15 H 4.633 -1.146 1.524
16 H 3.036 1.417 2.071
17 H 2.966 0.568 0.531
18 H 0.085 -1.690 2.670
19 H -1.116 1.763 1.999
20 H -3.479 2.401 1.790
21 H -5.223 0.663 1.844
22 H -4.618 -1.688 2.251
23 H -2.271 -2.315 2.544
24 O 1.806 -6.181 -4.280
25 C 1.590 -5.160 -3.827
26 Co 1.262 -3.523 -3.105
27 C 2.776 -2.789 -2.509
28 O 3.710 -2.283 -2.100
29 C 0.618 -2.362 -4.343
30 O 0.217 -1.597 -5.085
31 C 0.397 -4.141 -1.370
32 C -0.139 -2.837 -1.732
33 C 0.505 -1.611 -1.233
34 C -0.002 -0.353 -1.505
35 C 0.839 0.793 -1.497
36 C 0.355 2.018 -1.853
37 C -0.974 2.163 -2.218
38 C -1.825 1.072 -2.227
39 C -1.357 -0.166 -1.886
40 Co -1.561 -4.317 -1.913
41 C -1.415 -5.998 -2.648
42 O -1.318 -7.036 -3.104
43 C -2.444 -3.259 -3.099
44 O -2.984 -2.554 -3.811
45 C -2.436 -4.210 -0.347
46 O -2.978 -4.107 0.649
47 H 0.663 -4.200 -0.311
48 H 1.502 -1.700 -0.843
49 H 1.888 0.667 -1.285
50 H 1.023 2.866 -1.898
51 H -1.341 3.130 -2.517
52 H -2.852 1.185 -2.539
53 H -2.007 -1.021 -1.935

***

Density functional theory data (the ωB97M-V functional and the def2-TZVPD basis) for a molecular structure, C25H18N4O11S2Ti.

For the HOMO-LUMO gap (alpha / beta), the calculation gives 5.6 / 5.6 eV. The multiplicity is 2. Its net charge is -1. Its expectation value of S² is 0.75. Its molecular weight is 662.44 g mol⁻¹. The calculation puts the energy above the lowest of the compared OMol25 structures with the same formula, charge and spin at 11.3 kcal per mole. The calculation puts the HOMO energy (alpha / beta) at -4.77 / -4.81 eV.

Atoms and positions in Å:
1 Ti -0.046 0.262 1.325
2 O 3.845 1.285 1.769
3 C 2.644 1.180 1.819
4 O 1.906 0.335 1.136
5 C 1.786 2.113 2.658
6 C 2.179 3.333 3.175
7 C 1.197 4.156 3.720
8 C -0.139 3.773 3.687
9 C -0.439 2.533 3.148
10 N 0.518 1.736 2.711
11 C -1.835 2.015 2.819
12 O -2.823 2.565 3.256
13 O -1.787 0.986 2.027
14 H 3.218 3.624 3.117
15 H 1.472 5.121 4.126
16 H -0.940 4.410 4.034
17 S 1.778 -0.975 4.319
18 C 0.460 -1.781 3.652
19 N -0.306 -1.433 2.622
20 C -1.306 -2.362 2.356
21 C -2.250 -2.270 1.336
22 C -3.176 -3.286 1.181
23 C -3.181 -4.393 2.031
24 C -2.251 -4.490 3.054
25 C -1.320 -3.473 3.209
26 S -0.035 -3.311 4.366
27 H -2.275 -1.413 0.674
28 H -3.912 -3.214 0.390
29 H -3.915 -5.177 1.897
30 H -2.250 -5.343 3.721
31 C 2.762 -2.386 -1.092
32 C 1.625 -2.820 -2.035
33 C 0.365 -2.735 -1.146
34 O 0.790 -2.164 0.084
35 C 2.137 -2.580 0.282
36 H 2.992 -1.327 -1.218
37 H 3.678 -2.959 -1.235
38 H 1.775 -3.841 -2.390
39 H 1.553 -2.181 -2.915
40 H -0.059 -3.729 -0.961
41 H -0.420 -2.096 -1.545
42 H 2.153 -3.637 0.586
43 H 2.564 -1.968 1.071
44 O -0.082 2.135 -0.081
45 C -0.461 1.316 -0.936
46 O -0.802 0.123 -0.666
47 C -0.491 1.725 -2.383
48 C -0.507 3.075 -2.715
49 C -0.523 3.421 -4.051
50 C -0.501 2.503 -5.084
51 C -0.468 1.179 -4.697
52 C -0.473 0.760 -3.381
53 N -0.432 0.141 -5.774
54 O -0.472 0.530 -6.923
55 O -0.351 -1.018 -5.430
56 N -0.555 4.869 -4.414
57 O -0.617 5.144 -5.595
58 O -0.523 5.673 -3.509
59 H -0.498 3.826 -1.939
60 H -0.508 2.801 -6.119
61 H -0.464 -0.289 -3.125

***

Density functional theory data (the ωB97M-V functional and the def2-TZVPD basis) for a molecular structure, C25H18N8O2 at a distorted geometry.

For the HOMO-LUMO gap, the calculation gives 7.0 eV. The multiplicity is 1. Its molecular weight is 462.47 g mol⁻¹. The calculation puts the energy above the lowest of the compared OMol25 structures with the same formula, charge and spin at 21.7 kcal per mole. The calculation puts the HOMO energy at -7.75 eV.

Atoms and positions in Å:
1 C -4.601 4.448 -1.239
2 C -5.064 3.154 -1.479
3 C -4.607 2.086 -0.702
4 C -3.501 2.305 0.130
5 N -2.793 1.234 0.698
6 C -3.000 -0.100 0.570
7 N -2.258 -0.608 1.636
8 C -2.129 -1.981 1.942
9 C -3.092 -2.850 1.457
10 C -2.868 -4.233 1.580
11 C -1.710 -4.683 2.250
12 C -0.769 -3.763 2.731
13 C -0.944 -2.387 2.535
14 C -1.866 0.449 2.482
15 C -1.347 0.447 3.866
16 C -0.446 1.473 4.294
17 C 0.117 1.471 5.557
18 C -0.228 0.473 6.478
19 C -1.201 -0.493 6.132
20 C -1.782 -0.469 4.858
21 N -2.034 1.553 1.805
22 C -3.056 3.574 0.432
23 C -3.600 4.671 -0.276
24 H -5.001 5.331 -1.773
25 H -5.801 3.020 -2.298
26 H -5.057 1.091 -0.789
27 H -3.935 -2.463 0.930
28 H -3.546 -4.947 1.108
29 H -1.591 -5.775 2.455
30 H 0.164 -4.106 3.190
31 H -0.185 -1.648 2.792
32 H -0.222 2.246 3.550
33 H 0.836 2.266 5.818
34 H 0.298 0.431 7.426
35 H -1.470 -1.245 6.888
36 H -2.580 -1.198 4.660
37 H -2.286 3.653 1.210
38 H -3.176 5.653 -0.065
39 O -0.857 -0.482 -1.232
40 N -1.081 -1.643 -1.689
41 C -2.436 -2.056 -1.651
42 C -3.351 -0.994 -1.144
43 N -4.667 -1.493 -1.356
44 N -5.795 -0.758 -1.139
45 N -6.840 -1.518 -1.488
46 N -6.449 -2.721 -1.925
47 C -5.091 -2.708 -1.901
48 C -4.148 -3.655 -2.346
49 C -2.807 -3.272 -2.326
50 O -0.180 -2.336 -2.218
51 H -3.292 0.018 -1.675
52 H -4.565 -4.595 -2.683
53 H -2.051 -3.809 -2.903

***

Density functional theory data (the ωB97M-V functional and the def2-TZVPD basis) for a molecular structure, C25H19BrCdN9O2S3 at a distorted geometry.

For the HOMO-LUMO gap, the calculation gives 6.7 eV. The multiplicity is 1. Its net charge is -1. Its molecular weight is 766.01 g mol⁻¹. The calculation puts the energy above the lowest of the compared OMol25 structures with the same formula, charge and spin at 0.0 kcal per mole. The calculation puts the HOMO energy at -5.07 eV.

Atoms and positions in Å:
1 Cd -0.604 -1.092 -0.079
2 S -2.884 -0.542 -0.799
3 C -2.498 0.090 -2.378
4 C -3.562 0.709 -3.026
5 C -3.470 1.203 -4.319
6 C -4.615 1.732 -4.942
7 N -5.574 2.129 -5.436
8 C -2.236 1.117 -4.992
9 C -1.153 0.544 -4.339
10 C -1.248 0.016 -3.053
11 S 0.202 -0.702 -2.426
12 C -2.142 1.588 -6.314
13 N -2.105 1.944 -7.406
14 H -4.508 0.784 -2.509
15 H -0.195 0.491 -4.836
16 N 0.369 -4.136 -2.987
17 C -0.774 -3.703 -2.424
18 N -0.592 -3.525 -1.140
19 C 0.715 -3.857 -0.947
20 N 1.320 -4.238 -2.057
21 C 1.342 -3.755 0.354
22 C 2.505 -4.450 0.692
23 N 3.031 -4.375 1.899
24 C 2.415 -3.599 2.782
25 C 1.276 -2.872 2.448
26 N 0.744 -2.952 1.239
27 H 0.586 -4.318 -3.956
28 H -1.691 -3.535 -2.955
29 H 3.003 -5.075 -0.033
30 H 2.845 -3.564 3.774
31 H 0.784 -2.212 3.148
32 Br 6.217 1.337 0.274
33 C 4.472 1.005 0.976
34 C 3.470 0.588 0.121
35 C 2.215 0.338 0.645
36 C 1.957 0.481 2.003
37 C 2.987 0.912 2.835
38 C 4.246 1.180 2.330
39 C 0.572 0.235 2.617
40 O 0.456 0.431 3.829
41 O -0.372 -0.125 1.859
42 H 3.649 0.472 -0.939
43 H 1.425 0.047 -0.038
44 H 2.793 1.037 3.892
45 H 5.045 1.530 2.970
46 C 0.307 3.464 3.070
47 N -0.891 3.110 2.369
48 C -2.062 2.668 3.100
49 C -2.964 2.075 2.005
50 N -2.211 2.322 0.792
51 C -0.955 2.741 1.076
52 S 0.252 2.901 -0.037
53 H 0.119 4.325 3.717
54 H 1.073 3.709 2.335
55 H 0.643 2.622 3.683
56 H -2.523 3.523 3.610
57 H -1.765 1.918 3.840
58 H -3.941 2.569 1.950
59 H -3.121 1.003 2.151
60 H -2.378 1.734 -0.017

***

Density functional theory data (the ωB97M-V functional and the def2-TZVPD basis) for a molecular structure, C25H19Cl2IPd at a distorted geometry.

For the HOMO-LUMO gap (alpha / beta), the calculation gives 7.1 / 5.2 eV. The multiplicity is 5. Its net charge is +2. Its expectation value of S² is 6.09. Its molecular weight is 623.66 g mol⁻¹. The calculation puts the energy above the lowest of the compared OMol25 structures with the same formula, charge and spin at 18.5 kcal per mole. The calculation puts the HOMO energy (alpha / beta) at -13.35 / -14.48 eV.

Atoms and positions in Å:
1 Pd -1.613 0.398 -0.780
2 I -2.576 0.911 1.842
3 C -1.805 -1.044 2.299
4 C -1.677 -1.394 3.625
5 C -1.199 -2.665 3.954
6 C -0.905 -3.572 2.960
7 C -1.065 -3.240 1.599
8 C -0.831 -4.172 0.568
9 C -1.041 -3.849 -0.756
10 C -1.423 -2.553 -1.113
11 C -1.603 -1.597 -0.129
12 C -1.497 -1.922 1.242
13 H -1.943 -0.697 4.405
14 H -1.067 -2.931 4.992
15 H -0.547 -4.561 3.209
16 H -0.493 -5.162 0.835
17 H -0.911 -4.598 -1.522
18 H -1.573 -2.312 -2.165
19 Cl -3.487 1.204 -2.115
20 C -5.064 0.858 -1.389
21 Cl -6.084 2.309 -1.369
22 H -4.901 0.529 -0.362
23 H -5.546 0.089 -1.992
24 C 4.429 3.852 1.512
25 C 3.327 3.942 2.363
26 C 2.113 3.440 1.961
27 C 1.968 2.823 0.695
28 C 3.101 2.693 -0.137
29 C 4.302 3.230 0.266
30 C 0.641 2.404 0.326
31 C 0.218 1.611 -0.674
32 C 0.613 0.725 -1.708
33 C -0.042 0.734 -2.985
34 C 0.257 -0.229 -3.926
35 C 1.206 -1.210 -3.659
36 C 1.862 -1.225 -2.431
37 C 1.576 -0.294 -1.459
38 H 5.380 4.266 1.818
39 H 3.422 4.408 3.331
40 H 1.257 3.500 2.618
41 H 3.012 2.214 -1.101
42 H 5.160 3.180 -0.387
43 H -0.123 2.806 0.993
44 H -0.712 1.555 -3.235
45 H -0.238 -0.206 -4.886
46 H 1.444 -1.950 -4.407
47 H 2.613 -1.975 -2.230
48 H 2.066 -0.321 -0.495